[1]
43
Properties=species:S:1:pos:R:3 method="wB97M-V/def2-TZVPD" gap_ev="7.7 / 4.4" largest_force_ha_per_bohr=0.0212 multiplicity=2 e_lumo_ev="-11.1 / -14.4" charge=+4 homo_ev="-18.8 / -18.8" de_lowest_kj_mol=0.0 s2=0.786
Yb -0.9304 -0.7296 -1.5761
I -1.0209 -2.3721 -4.2154
C -2.1365 -3.8547 -3.1604
I -2.9131 -3.1039 -1.3222
H -1.4781 -4.6911 -2.9446
H -2.9785 -4.1565 -3.7807
N 5.1199 -2.4090 7.5185
C 4.6293 -2.1204 6.5107
C 4.0347 -1.7845 5.3020
C 4.5617 -0.7116 4.5228
C 3.9713 -0.3926 3.3362
C 2.8457 -1.1284 2.8991
C 2.3112 -2.1928 3.6634
C 2.8962 -2.5228 4.8504
N 2.2737 -0.8027 1.6688
C 2.9438 -0.2677 0.5771
C 2.0300 -0.1660 -0.4141
N 0.7833 -0.5994 0.0363
C 0.9752 -0.9792 1.2802
H 5.4162 -0.1616 4.8941
H 4.3460 0.4327 2.7509
H 1.4822 -2.7739 3.2905
H 2.5332 -3.3465 5.4506
H 3.9994 -0.0667 0.5935
H 2.2038 0.1745 -1.4268
H 0.2207 -1.3542 1.9535
N -3.3674 1.6725 -4.8084
C -3.7695 1.7817 -3.3627
P -2.2993 1.7146 -2.2288
O -2.5740 0.8878 -1.0010
O -1.1507 1.1515 -3.0160
C -1.9751 3.4483 -1.6544
N -2.6824 3.7347 -0.3513
H -4.1528 1.9209 -5.4288
H -3.0794 0.7125 -5.0392
H -2.5703 2.2779 -5.0514
H -4.4099 0.9239 -3.1399
H -4.3741 2.6818 -3.2508
H -2.2650 4.2095 -2.3780
H -0.9005 3.5480 -1.4880
H -3.1061 2.8753 0.0344
H -3.4175 4.4479 -0.4500
H -2.0264 4.0919 0.3559

***

[2]
39
Properties=species:S:1:pos:R:3 method="wB97M-V/def2-TZVPD" gap_ev="5.2 / 5.6" largest_force_ha_per_bohr=0.0213 multiplicity=3 e_lumo_ev="-12.9 / -12.6" charge=+3 homo_ev="-18.2 / -18.2" de_lowest_kj_mol=0.0 s2=2.013
Mo -0.2347 0.8014 0.2349
C -1.4312 3.6800 0.3558
O -0.4041 2.7263 0.8695
C 0.1990 3.1258 2.1598
C 1.3874 2.2228 2.3566
O 1.0054 0.8675 1.9120
C 0.7033 -0.2102 2.8724
C -0.7996 -0.2708 3.0668
O -1.4185 0.1532 1.7928
C -2.7832 -0.3790 1.5529
H -0.9461 4.6467 0.2563
H -1.7424 3.3124 -0.6187
H -2.2531 3.7052 1.0659
H 0.5043 4.1681 2.0836
H -0.5795 3.0183 2.9136
H 2.2354 2.5059 1.7380
H 1.7000 2.1866 3.3985
H 1.0963 -1.1141 2.4153
H 1.2393 -0.0117 3.7978
H -1.1146 -1.2907 3.2812
H -1.1840 0.4032 3.8296
H -2.7017 -1.4348 1.3120
H -3.3629 -0.2112 2.4573
H -3.2064 0.1893 0.7276
O 0.6235 -3.5234 -1.1899
C 0.8884 -2.9822 -2.3649
C 1.3915 -3.6987 -3.4382
C 1.6369 -3.0560 -4.6313
C 1.3934 -1.6679 -4.8209
C 0.9059 -0.9397 -3.7968
C 0.6394 -1.5681 -2.5215
C 0.1228 -0.8171 -1.5134
O -0.0697 0.5674 -1.5983
O -0.1595 -1.1387 -0.2710
H 0.8000 -4.4769 -1.1983
H 1.5863 -4.7591 -3.3320
H 2.0314 -3.6351 -5.4580
H 1.5946 -1.2102 -5.7785
H 0.7066 0.1158 -3.9185